[1]
Density functional theory data (the ωB97M-V functional and the def2-TZVPD basis) for the molecule C30H34N4O6.

As for the SMILES: COCCNC(=O)c1ccc(N2C[C@@H]3C[C@H](C2)c2cccc(=O)n2C3)c(NC(=O)c2cc(OC)cc(OC)c2)c1. The max |F| is 0.86 eV/Å. Its molar mass is 546.62 Da. Its energy is -1834.07856 Eh.

Positions of all 74 atoms, in Å:
O1 7.344 1.646 -1.338
O2 -2.392 1.881 -3.365
O3 2.768 -1.693 -0.696
O4 3.484 2.543 1.539
O5 -2.779 2.771 2.446
O6 -6.078 0.380 0.187
N1 -0.718 1.091 -2.100
N2 0.816 -2.624 -0.001
N3 -1.737 -0.987 -0.274
N4 4.043 0.837 0.147
C1 -0.687 -0.139 0.056
C2 -1.595 -3.899 -0.699
C3 0.455 -2.687 -1.411
C4 1.774 -2.744 2.572
C5 1.762 1.149 0.609
C6 -4.855 0.969 0.088
C7 -0.015 -3.011 0.997
C8 -2.370 2.242 0.107
C9 -1.460 -3.266 0.682
C10 -1.994 1.562 -2.264
C11 -2.832 1.600 -1.033
C12 2.568 -2.248 1.588
C13 -0.156 -0.084 1.351
C14 1.034 0.556 1.629
C15 5.466 1.061 0.160
C16 -4.375 1.566 1.248
C17 -2.252 -1.926 0.689
C18 -1.534 3.429 2.528
C19 3.170 1.609 0.829
C20 -4.077 0.988 -1.065
C21 5.982 1.306 -1.268
C22 1.155 1.283 -0.629
C23 -0.092 0.734 -0.887
C24 2.109 -2.148 0.239
C25 -1.030 -2.891 -1.692
C26 0.450 -3.108 2.281
C27 -6.654 -0.162 -0.978
C28 -1.816 -1.572 -1.597
C29 8.232 0.591 -1.065
C30 -3.144 2.215 1.263
H1 8.230 0.313 -0.006
H2 1.429 0.545 2.634
H3 -3.288 -2.147 0.411
H4 -1.884 -3.916 1.452
H5 9.224 0.951 -1.334
H6 -7.642 -0.514 -0.682
H7 -0.212 -3.438 3.064
H8 -2.643 -4.110 -0.920
H9 -1.041 -4.840 -0.743
H10 -4.404 0.537 -1.987
H11 -1.452 3.770 3.558
H12 0.819 -1.766 -1.876
H13 -6.759 0.591 -1.764
H14 1.645 1.851 -1.407
H15 -1.422 2.752 0.086
H16 -2.872 -1.774 -1.809
H17 5.656 1.941 0.780
H18 -0.650 -0.584 2.167
H19 -0.107 1.257 -2.891
H20 3.696 0.015 -0.341
H21 -4.972 1.541 2.144
H22 5.777 0.414 -1.882
H23 -2.272 -1.490 1.685
H24 5.973 0.195 0.599
H25 -1.493 4.293 1.858
H26 -6.072 -1.007 -1.361
H27 3.576 -1.916 1.779
H28 -1.449 -0.884 -2.352
H29 -0.704 2.753 2.301
H30 1.031 -3.512 -1.847
H31 2.141 -2.834 3.583
H32 -1.129 -3.266 -2.715
H33 7.991 -0.295 -1.666
H34 5.451 2.160 -1.697

Results of the Löwdin charge analysis, in e, for atoms 1 through 5: -0.186 0.089 0.015 0.070 -0.072

***

[2]
Density functional theory data (the ωB97M-V functional and the def2-TZVPD basis) for a cluster of 2 separate species, C2H3NO2 in total.

The max |F| is 2.94 eV/Å. Its molar mass is 73.05 Da. Its energy is -283.20939 Eh.

Positions of all 8 atoms, in Å:
O1 -3.051 2.287 0.643
O2 0.963 -0.401 -0.820
N1 -0.718 0.297 0.705
C1 0.274 0.551 -0.086
C2 -3.062 1.196 0.929
H1 -0.768 -0.719 0.861
H2 0.915 -1.358 -0.459
H3 0.647 1.554 -0.290

Results of the Löwdin charge analysis, in e, for atoms 1 through 5: 0.012 -0.031 0.042 -0.291 -0.059

***

Q: Number 1 is which compound?
A: C30H34N4O6